Density functional theory data (wB97M-V/def2-TZVPD) for the molecule C23H35N5O4 in a non-equilibrium geometry.

Calculated values
LUMO level, eV: 0.42
Kohn-Sham gap, eV: 8.90
ΔE to the lowest compared entry with this formula, charge and spin, kJ/mol: 1988.77
SMILES: CCCCn1c(N)c(N(CC(C)C)C(=O)CN(C)Cc2cccc(OC)c2)c(=O)[nH]c1=O
HOMO energy, eV: -8.48

ORCA input file:
```
! RIJCOSX wB97M-V def2-TZVPD def2/J DEFGRID3
* xyz 0 1
C 0.02 -4.27 0.45
C -1.21 -4.22 1.10
C -1.31 -2.95 2.06
C -1.89 -1.77 1.41
N -1.00 -1.38 0.29
C 0.14 -0.76 0.85
N 0.57 -0.52 2.33
C 1.01 -0.40 0.01
N 2.43 0.17 0.28
C 3.24 -1.04 0.57
C 4.17 -1.72 -0.69
C 4.60 -0.72 -1.62
C 3.12 -2.61 -1.43
C 2.84 1.34 0.22
O 3.92 1.60 0.80
C 1.83 2.27 0.19
N 0.84 2.40 1.36
C 1.67 3.01 2.41
C -0.29 3.42 1.06
C -1.33 2.68 0.26
C -1.23 2.99 -1.54
C -2.06 2.21 -2.12
C -3.12 1.19 -1.57
C -3.15 1.35 -0.23
O -4.10 0.55 0.41
C -5.13 -0.26 -0.43
C -2.32 1.78 0.73
C 0.69 -0.17 -1.66
O 1.30 0.31 -2.55
N -0.52 -0.78 -1.78
C -1.48 -1.07 -0.86
O -2.58 -1.68 -1.32
H 0.82 -4.40 1.11
H 0.14 -3.49 -0.25
H 0.03 -5.27 -0.19
H -1.44 -5.14 1.59
H -2.33 -4.18 0.48
H -2.13 -3.36 2.77
H -0.45 -2.91 2.66
H -2.11 -0.88 2.22
H -2.73 -1.93 1.20
H -0.25 -0.65 2.72
H 1.20 0.04 2.36
H 4.07 -0.69 1.19
H 2.70 -1.70 1.05
H 4.99 -2.28 -0.16
H 3.82 -0.25 -2.10
H 5.15 -0.99 -2.53
H 4.99 0.20 -1.09
H 2.30 -2.11 -1.91
H 3.84 -3.13 -2.24
H 2.77 -3.47 -0.57
H 2.39 3.32 0.18
H 1.09 2.28 -0.53
H 1.83 4.01 2.53
H 0.87 2.78 3.25
H 2.35 2.41 2.78
H 0.02 4.31 0.59
H -0.89 3.63 2.05
H -0.49 3.50 -1.47
H -2.08 2.34 -3.35
H -3.80 1.10 -2.19
H -5.69 -0.72 0.43
H -4.66 -1.08 -1.01
H -5.74 0.41 -0.87
H -2.27 1.62 1.76
H -0.85 -0.90 -2.85
*
```

=====

Density functional theory data (wB97M-V/def2-TZVPD) for a structure of composition C23H36B2Br4CaCl3LiN3NaO16P in a non-equilibrium geometry.

Calculated values
LUMO level, eV: -7.22
Kohn-Sham gap, eV: 0.87
HOMO energy, eV: -8.09

ORCA input file:
```
! RIJCOSX wB97M-V def2-TZVPD def2/J DEFGRID3
* xyz 1 1
C 5.86 -2.07 -0.29
C 6.32 -0.62 0.19
O 7.29 -0.52 0.96
O 5.63 0.39 -0.26
C 5.18 1.31 0.79
C 3.64 1.46 0.67
C 3.13 2.73 -0.10
C 2.15 2.19 -1.19
C 0.69 2.05 -0.66
C 0.33 0.59 -0.39
C 0.52 -0.44 -1.31
C 1.08 -0.40 -2.73
N 0.04 -1.56 -0.65
N 0.00 -2.84 -1.20
C -0.43 -1.30 0.58
B -1.12 -2.28 1.65
O -0.39 -2.74 2.72
O -2.41 -2.64 1.47
N -0.25 0.02 0.75
P -0.66 1.07 2.11
C -0.50 0.22 3.75
C -2.42 1.63 1.89
H 6.64 -2.88 -0.05
H 4.88 -2.39 0.23
H 5.74 -2.10 -1.38
H 5.37 0.91 1.80
H 5.70 2.27 0.68
H 3.28 0.52 0.22
H 3.28 1.53 1.71
H 4.00 3.23 -0.57
H 2.67 3.47 0.57
H 2.17 2.85 -2.08
H 2.57 1.24 -1.53
H 0.03 2.44 -1.45
H 0.50 2.68 0.22
H 2.08 -0.86 -2.73
H 1.14 0.65 -3.06
H 0.37 -0.96 -3.37
H 0.82 -3.38 -0.93
H 0.03 -2.71 -2.22
H 0.49 -2.32 2.70
H -2.53 -2.93 0.53
H -1.30 -0.55 3.83
H -0.71 0.98 4.52
H 0.46 -0.31 3.89
H -3.07 0.75 2.10
H -2.53 1.86 0.79
H -2.67 2.49 2.52
B -2.97 -7.54 1.03
O -3.43 -6.21 0.54
C -2.73 -5.92 -0.53
O -2.84 -4.91 -1.18
C -1.76 -7.05 -0.82
O -0.97 -7.08 -1.73
O -1.91 -7.99 0.09
O -2.46 -7.45 2.41
C -3.18 -8.26 3.18
O -3.02 -8.42 4.35
C -4.23 -8.93 2.32
O -5.04 -9.72 2.69
O -4.09 -8.50 1.06
C -0.13 -4.47 -4.29
O 0.12 -3.15 -4.23
H 0.63 -5.14 -3.82
H -1.06 -4.82 -3.80
H -0.22 -4.92 -5.30
Na -4.49 2.83 0.86
Cl -3.51 -1.88 3.21
C -1.24 7.79 0.57
C -2.52 8.05 -0.18
O -3.12 6.74 -0.23
C -2.62 6.04 0.80
O -3.04 4.97 1.15
O -1.60 6.67 1.40
H -0.93 8.64 1.18
H -0.41 7.50 -0.08
H -3.19 8.73 0.35
H -2.34 8.44 -1.18
Li 2.19 -3.19 -0.15
Ca 6.95 -2.56 1.69
C -6.14 8.81 0.72
Cl -5.13 10.24 0.44
Cl -7.12 8.97 2.18
H -6.80 8.67 -0.13
H -5.49 7.94 0.83
C 5.30 -1.03 -4.74
Br 4.65 0.28 -3.48
Br 6.93 -1.86 -4.13
Br 3.93 -2.32 -5.16
H 5.53 -0.50 -5.66
Br -9.60 9.81 2.09
*
```

=====

Density functional theory data (wB97M-V/def2-TZVPD) for a structure of composition C23H36BrF6IrN4O4S3Si.

Calculated values
LUMO level (spin up / spin down), eV: -6.23 / -9.18
Kohn-Sham gap (spin up / spin down), eV: 8.52 / 5.73
ΔE to the lowest compared entry with this formula, charge and spin, kJ/mol: 0.00
⟨S²⟩: 6.014
HOMO energy (spin up / spin down), eV: -14.75 / -14.91

ORCA input file:
```
! RIJCOSX wB97M-V def2-TZVPD def2/J DEFGRID3
* xyz 2 5
Ir 0.65 0.42 0.72
C -1.26 1.39 5.00
N -1.20 2.29 3.84
C -2.16 3.22 3.52
C -1.82 3.76 2.33
N -0.64 3.15 1.94
C -0.28 2.24 2.87
S 1.07 1.17 2.84
C 0.03 3.49 0.72
C 0.12 4.81 0.35
C 0.64 5.11 -0.90
C 1.06 4.08 -1.72
C 0.97 2.79 -1.26
N 0.48 2.49 -0.04
H -1.86 1.86 5.77
H -0.25 1.22 5.38
H -1.71 0.45 4.70
H -3.01 3.40 4.15
H -2.32 4.50 1.72
H -0.22 5.59 1.02
H 0.72 6.14 -1.22
H 1.45 4.27 -2.71
H 1.29 1.95 -1.86
C 4.51 1.96 -2.05
C 5.23 1.51 -0.77
C 6.74 1.72 -0.99
C 4.76 2.43 0.36
Si 4.99 -0.35 -0.37
Br 2.53 -0.60 -0.71
C 5.57 -1.60 -1.67
C 7.04 -1.91 -1.33
C 5.51 -1.02 -3.09
C 4.77 -2.90 -1.68
C 5.20 -0.84 1.46
C 5.08 -2.36 1.68
C 6.63 -0.42 1.87
C 4.19 -0.18 2.41
H 4.72 3.03 -2.20
H 3.43 1.85 -1.97
H 4.84 1.43 -2.93
H 6.92 2.79 -1.17
H 7.11 1.18 -1.86
H 7.35 1.44 -0.12
H 4.90 3.47 0.05
H 5.33 2.29 1.28
H 3.70 2.29 0.59
H 7.67 -1.02 -1.28
H 7.44 -2.55 -2.12
H 7.14 -2.45 -0.39
H 6.18 -0.17 -3.22
H 4.50 -0.72 -3.38
H 5.84 -1.80 -3.78
H 4.70 -3.38 -0.70
H 5.28 -3.60 -2.35
H 3.76 -2.77 -2.06
H 5.84 -2.92 1.15
H 4.09 -2.73 1.40
H 5.21 -2.56 2.75
H 7.40 -0.84 1.21
H 6.83 -0.80 2.87
H 6.75 0.66 1.90
H 3.18 -0.55 2.22
H 4.19 0.90 2.36
H 4.45 -0.47 3.44
F -4.40 -1.65 0.92
C -3.70 -1.00 0.03
F -4.43 -0.05 -0.52
F -3.22 -1.81 -0.90
S -2.27 -0.09 0.85
O -2.60 0.15 2.21
O -1.97 1.04 -0.01
N -0.88 -0.98 0.68
S -0.78 -2.59 1.18
O 0.11 -3.24 0.29
O -2.11 -2.99 1.47
C 0.12 -2.51 2.80
F 1.34 -2.01 2.59
F -0.52 -1.73 3.65
F 0.21 -3.73 3.27
*
```